1.
The following is a DFT calculation (ωB97M-V/def2-TZVPD) of a structure of composition C17H29N2Tb in a non-equilibrium geometry.

```
49
Properties=species:S:1:pos:R:3:forces:R:3:mulliken_charge:R:1
C 1.93823 2.54563 -0.01147 0.126 -0.087 -0.014 -1.2096
H 2.14678 3.16847 0.87154 -0.142 0.018 -0.436 0.3841
H 2.54693 2.90985 -0.86123 -0.186 -0.215 0.529 0.3641
H 2.35212 1.55524 0.25921 -0.464 0.013 -0.188 0.3817
C 0.44734 2.66744 -0.42402 0.127 0.185 0.193 0.7007
H 0.09636 1.81422 -1.05009 0.336 0.318 -0.391 -0.1714
H -0.23768 2.66997 0.44847 0.300 0.354 -0.208 -0.0060
C 0.28302 3.94614 -1.28796 0.060 0.124 0.303 -1.3886
H -0.77043 4.20977 -1.47098 0.447 -0.152 -0.019 0.3823
H 0.78857 4.82002 -0.81074 -0.455 -0.745 -0.162 0.3830
H 0.81108 3.77310 -2.23674 -0.326 0.121 0.168 0.3295
C -0.68321 -2.22784 -0.92666 1.100 -0.095 -0.584 0.6551
C -1.07376 -1.22929 -1.87916 1.215 -0.053 -0.191 0.5668
C 0.10697 -0.49920 -2.27416 0.166 -1.147 0.075 0.1263
C 1.21536 -1.02403 -1.53047 -0.659 -1.143 -0.901 0.8121
C 0.73708 -2.10261 -0.70728 -0.476 -0.138 -1.402 0.3348
C 1.61554 -3.02996 0.05922 0.360 -0.243 0.542 -1.4286
C 2.65250 -0.74740 -1.80284 0.679 0.464 0.168 -1.5144
C 0.22685 0.57406 -3.30652 0.009 0.580 -0.368 -1.0903
C -2.47602 -0.83898 -2.18437 -0.412 0.232 -0.233 -1.5098
C -1.57091 -3.20208 -0.22943 -0.332 -0.298 0.347 -1.1585
Tb -0.34801 -0.11615 0.12156 -0.363 2.312 2.231 0.9509
H 3.29214 -1.02274 -0.95492 -0.131 0.006 -0.246 0.4111
H 3.00140 -1.31893 -2.67965 -0.199 0.176 0.305 0.3264
H 2.85101 0.31375 -2.00047 -0.086 -0.223 -0.086 0.3074
H 2.59911 -2.57827 0.24543 -0.279 -0.187 -0.034 0.3512
H 1.19550 -3.29467 1.03887 0.084 -0.081 -0.217 0.2458
H 1.79164 -3.97181 -0.49239 -0.175 0.420 0.178 0.3484
H -2.55204 -2.76719 0.01181 0.148 -0.178 -0.044 0.2584
H -1.75653 -4.08580 -0.85881 0.024 0.281 0.107 0.3692
H -1.12119 -3.57598 0.70466 -0.159 0.137 -0.358 0.3087
H -2.52991 0.15504 -2.65394 -0.027 -0.323 0.154 0.3297
H -2.95191 -1.54249 -2.87808 0.019 0.080 0.167 0.3987
H -3.09677 -0.83543 -1.27155 -0.026 0.011 -0.207 0.3625
H 1.00849 1.30546 -3.04535 -0.204 -0.280 -0.086 0.2947
H 0.50580 0.17422 -4.29947 -0.203 0.004 0.481 0.3342
H -0.70831 1.13694 -3.43018 0.193 -0.153 -0.069 0.3062
C -1.11783 2.02122 3.18026 0.036 0.494 -0.301 -0.8542
C -1.04127 0.55961 3.34422 -0.036 -0.776 0.169 0.4337
N -0.72606 -0.37613 2.43439 0.327 -0.273 0.933 -0.0809
C -0.68809 -1.60778 3.14025 -0.334 0.648 -0.027 -0.4000
C -1.06714 -1.38408 4.42488 0.171 0.150 -0.305 -0.6892
N -1.26504 -0.01211 4.52937 -0.023 -0.421 0.331 -0.0305
H -2.16781 2.34632 3.07285 0.478 0.033 0.032 0.3327
H -0.67149 2.49492 4.07339 -0.254 -0.003 -0.534 0.4053
H -0.53387 2.31716 2.29059 -0.332 0.100 0.575 -0.0160
H -0.34946 -2.52668 2.67309 -0.309 0.225 0.128 0.3966
H -1.22167 -2.06401 5.24826 0.135 0.129 -0.027 0.4052
H -1.48343 0.50311 5.38661 0.053 -0.400 -0.481 0.2505
```
Forces are in eV/Å.

total charge = +2
HOMO (spin up / spin down) = -15.266 / -15.262 eV
2S+1 = 7
LUMO level (spin up / spin down) = -7.21 / -6.65 eV
orbital gap (spin up / spin down) = 0.296 / 0.317 Ha



2.
The following is a DFT calculation (ωB97M-V/def2-TZVPD) of a cluster of 2 separate species, C17H29NO5P in total in a non-equilibrium geometry.

```
53
Properties=species:S:1:pos:R:3:forces:R:3:nbo_charge:R:1
C 2.36268 0.27154 1.91476 -0.768 -0.130 -0.696 -0.6017
C 1.37933 0.12045 0.74025 0.882 0.546 0.143 -0.3953
C 1.83753 0.79505 -0.57258 -1.081 -0.596 0.195 -0.4144
C 1.15643 0.08801 -1.74554 0.767 0.306 -0.089 -0.0494
O -0.20056 -0.05278 -1.45070 -0.137 0.033 0.212 -0.4235
N -0.73472 -1.21089 -2.10056 -0.064 -0.374 -0.583 -0.3638
C -1.99482 -1.55391 -1.42105 0.019 0.204 0.315 -0.2983
C -3.03076 -0.45545 -1.70516 -0.336 -0.135 -0.266 -0.4740
C -4.20731 -0.39613 -0.76200 0.125 0.309 0.235 0.1382
C -4.32941 0.67304 0.13757 -0.608 -0.620 -0.132 -0.2037
C -5.40149 0.72458 1.02134 0.075 -0.178 -0.162 -0.2171
C -6.36278 -0.28392 1.02379 0.215 -0.420 -0.530 -0.2462
C -6.25632 -1.33617 0.11004 0.199 0.292 0.130 -0.2041
C -5.18727 -1.39054 -0.78023 0.164 0.598 0.276 -0.2702
C -1.65729 -1.77143 0.08318 0.648 -0.569 0.003 0.7424
O -1.01315 -2.83110 0.28397 0.322 -0.013 -0.041 -0.8025
O -1.95392 -0.89607 0.89198 -0.499 0.656 0.413 -0.7378
P -2.52613 -3.11659 -2.32914 -0.596 0.091 -0.435 1.0434
C -3.06610 -4.26694 -1.01500 0.189 -0.079 -0.110 -0.9807
O -1.10644 -3.86241 -2.78028 0.239 -0.040 0.295 -0.9872
H 3.22184 -0.38190 1.78578 0.269 0.099 0.082 0.1871
H 1.81299 -0.01705 2.80658 0.216 -0.010 0.306 0.2058
H 2.66384 1.31220 1.97157 0.293 0.057 0.279 0.1904
H 0.46955 0.62048 1.04414 -0.475 -0.366 -0.065 0.2201
H 1.18037 -0.93313 0.57401 -0.301 -0.142 0.005 0.2185
H 2.91437 0.77235 -0.70903 0.174 0.141 -0.016 0.2039
H 1.46250 1.81815 -0.56057 0.386 0.296 -0.004 0.1878
H 1.65329 -0.87923 -1.88294 -0.199 -0.226 0.045 0.1550
H 1.30287 0.65154 -2.67473 -0.045 -0.003 -0.167 0.1535
H -0.11442 -1.97257 -1.81195 0.061 0.081 0.231 0.3620
H -2.53570 0.50853 -1.75491 0.137 0.107 0.224 0.2283
H -3.43454 -0.64614 -2.70238 0.051 0.070 -0.177 0.2114
H -3.57665 1.44258 0.14918 0.193 0.050 0.041 0.2129
H -5.46895 1.53931 1.72761 -0.041 0.093 0.077 0.1971
H -7.19335 -0.28657 1.71304 -0.054 0.170 0.146 0.1962
H -7.00236 -2.11778 0.09879 -0.092 -0.072 0.015 0.1953
H -5.08847 -2.18631 -1.50402 -0.123 -0.191 -0.037 0.2065
H -4.07646 -4.58962 -1.24581 -0.201 -0.070 0.082 0.2059
H -2.97486 -3.83820 -0.02400 -0.136 0.050 0.066 0.2748
H -2.40301 -5.12968 -1.03836 0.083 -0.067 -0.059 0.2462
H -0.65153 -3.27791 -3.39548 -0.035 -0.016 -0.182 0.4857
C 5.81294 2.76241 2.73075 -0.005 -0.153 0.042 -0.6311
C 5.81572 2.71697 1.20956 -0.109 0.353 0.200 0.0956
C 6.45179 3.96636 0.61602 0.033 -0.050 -0.141 -0.6288
O 4.48914 2.55387 0.72082 0.223 -0.047 -0.153 -0.7074
H 5.22782 3.61612 3.08410 0.046 0.053 -0.026 0.1953
H 5.35427 1.86083 3.13684 0.013 -0.014 -0.025 0.2266
H 6.82586 2.85060 3.12838 -0.007 0.020 0.000 0.2031
H 6.36361 1.83557 0.87341 -0.066 -0.050 -0.046 0.1737
H 5.88615 4.85556 0.90815 0.018 -0.003 0.075 0.1949
H 6.44571 3.91691 -0.47324 0.014 -0.030 0.007 0.2171
H 7.48250 4.08767 0.95447 -0.010 0.011 0.013 0.2043
H 3.97565 3.31974 0.99957 -0.065 -0.017 -0.010 0.4578
```
Forces are in eV/Å.

total charge = -1
HOMO = -4.192 eV
LUMO level = 2.47 eV
orbital gap = 0.245 Ha



3.
The following is a DFT calculation (ωB97M-V/def2-TZVPD) of a structure of composition C17H30BrCaN9O5S.

```
64
Properties=species:S:1:pos:R:3:forces:R:3:nbo_charge:R:1
Ca 0.56864 0.45788 0.92699 0.412 0.118 -0.418 1.7934
C 1.78577 -4.62336 3.81617 0.011 -0.016 0.025 -0.6403
C 0.61676 -3.70241 3.65266 0.064 0.066 -0.124 -0.0474
C -0.41833 -3.61503 4.55706 -0.112 0.031 0.060 -0.1679
C -1.40048 -2.63764 4.40190 0.087 -0.085 0.026 -0.3084
C -1.26825 -1.78999 3.32508 0.030 0.013 -0.034 0.1596
Br -2.54548 -0.39855 3.08891 -0.093 0.022 -0.026 0.0254
N -0.30451 -1.85258 2.42632 -0.251 0.042 0.057 -0.4885
C 0.61949 -2.79195 2.59137 0.068 -0.017 0.046 0.1157
H 1.64248 -5.30525 4.65753 0.005 0.004 -0.005 0.1841
H 2.66986 -4.00278 3.98303 0.002 0.005 -0.003 0.2802
H 1.95962 -5.21449 2.91471 -0.008 0.001 -0.006 0.2060
H -0.45573 -4.28889 5.40748 -0.006 0.007 -0.001 0.1913
H -2.21999 -2.52556 5.09622 0.003 -0.008 0.007 0.2123
H 1.41912 -2.79166 1.86110 0.025 0.007 0.021 0.2515
C -3.38437 4.52280 -0.65220 0.009 -0.022 -0.021 -0.4007
N -2.36510 3.57078 -1.06066 0.021 0.003 0.033 -0.4683
C -2.81123 2.76338 -2.18087 0.053 -0.072 0.036 -0.4424
C -1.72826 2.86310 -0.00990 -0.018 -0.076 -0.073 0.6199
N -1.62475 1.61181 0.11036 -0.001 0.046 0.040 -0.7405
N -1.16479 3.78340 0.89326 -0.034 0.012 -0.008 -0.6659
C -0.36058 3.44717 1.98191 0.099 0.078 -0.065 0.6302
N 0.27262 4.60458 2.47763 -0.039 -0.023 -0.009 -0.8448
N -0.23109 2.28051 2.43330 -0.148 -0.115 0.266 -0.7768
H -3.62707 5.16758 -1.49992 -0.004 0.008 0.004 0.1816
H -3.04245 5.14344 0.17135 0.029 -0.015 0.005 0.2074
H -4.31091 4.01477 -0.33753 -0.008 0.007 -0.003 0.1602
H -3.03631 3.42975 -3.01668 -0.010 0.010 0.004 0.1777
H -3.72793 2.20044 -1.93544 0.021 -0.007 -0.025 0.1540
H -2.03159 2.05481 -2.47915 0.000 -0.025 0.062 0.2886
H -2.00470 1.08539 -0.66988 -0.072 0.000 -0.064 0.3896
H -0.74554 4.54379 0.37659 0.012 -0.004 -0.011 0.4071
H -0.37384 5.35630 2.66995 0.017 0.007 -0.002 0.3588
H 0.86300 4.39737 3.26845 0.008 0.002 -0.005 0.3814
H 0.40136 2.20388 3.22645 0.025 -0.012 -0.013 0.3875
O 2.84280 -1.67892 3.59425 0.000 0.054 -0.072 -1.1006
S 2.85892 -0.47318 2.72986 0.075 -0.262 0.049 2.5879
O 4.12506 0.23976 2.84726 -0.006 0.055 -0.029 -1.0494
O 1.69123 0.40671 3.08197 -0.053 0.121 0.121 -1.1657
O 2.58271 -0.88797 1.30192 -0.076 0.010 0.073 -1.1640
C -0.10212 -0.11997 -5.18865 -0.018 0.020 0.000 -0.4191
C -0.10883 1.00307 -4.15849 0.039 -0.026 0.001 -0.2140
N -0.54058 0.52653 -2.87457 -0.079 0.071 0.029 -0.7006
C 0.03913 -0.57258 -2.42743 -0.035 0.113 0.115 0.5883
N -0.13304 -0.98446 -1.17199 0.028 -0.122 0.042 -0.7500
C 0.26839 -2.36116 -0.95508 0.020 0.035 0.025 -0.2296
C 1.73534 -2.54263 -1.32304 -0.051 0.027 0.001 -0.4322
C 1.83196 -2.30106 -2.81984 0.020 -0.024 -0.015 -0.1868
N 0.83071 -1.36594 -3.29383 -0.013 -0.014 -0.022 -0.4923
C 0.91661 -1.13714 -4.71389 -0.006 -0.008 0.004 -0.1828
H 0.16024 0.22341 -6.19631 0.003 -0.002 -0.004 0.1773
H -1.10181 -0.56302 -5.22281 0.004 -0.009 0.001 0.1902
H -0.77690 1.81293 -4.47796 -0.004 0.003 -0.021 0.1636
H 0.90735 1.44314 -4.13066 -0.006 0.013 0.002 0.1491
H 1.56226 2.17846 -1.01214 -0.005 0.041 -0.012 0.4283
H -0.33679 -3.06519 -1.56162 -0.019 0.005 0.011 0.1353
H 0.08779 -2.61830 0.08798 0.022 0.002 -0.046 0.1959
H 2.11821 -3.54143 -1.08553 -0.016 -0.007 0.010 0.1797
H 2.31450 -1.81804 -0.74916 0.033 -0.038 -0.031 0.2579
H 1.67966 -3.25069 -3.35961 0.014 -0.002 -0.008 0.1491
H 2.83596 -1.94480 -3.10121 -0.001 0.012 0.002 0.1648
H 0.79358 -2.09825 -5.24037 0.010 -0.001 -0.002 0.1591
H 1.92782 -0.77719 -4.97081 0.004 0.004 -0.003 0.1543
O 1.35441 2.30513 -0.08178 -0.081 -0.062 0.003 -1.3649
```
Forces are in eV/Å.

total charge = -2
HOMO = -1.261 eV
LUMO level = 4.42 eV
orbital gap = 0.209 Ha
energy above the lowest of the compared OMol25 structures with the same formula, charge and spin = 6.2 kcal/mol



4.
The following is a DFT calculation (ωB97M-V/def2-TZVPD) of a structure of composition C17H30CaF12O15P2 in a non-equilibrium geometry.

```
77
Properties=species:S:1:pos:R:3:forces:R:3:mulliken_charge:R:1
Ca 0.09692 -0.03035 0.43160 1.518 -0.336 1.294 1.8168
P -1.00351 -2.01674 2.97681 0.968 -0.444 2.485 1.5576
F -1.95716 -1.88187 1.63767 0.115 -0.689 0.174 -0.5046
F -2.32668 -2.15706 3.95731 1.201 0.046 -1.745 -0.3986
F -0.70266 -3.61620 2.81244 -1.576 1.262 -0.134 -0.3961
F -0.06214 -2.00537 4.30078 -0.543 0.290 -0.752 -0.4060
F 0.32980 -1.79746 2.04220 0.075 0.129 -0.790 -0.4522
F -1.05518 -0.34818 2.99578 -0.478 -0.310 0.193 -0.4111
P 0.80339 1.83892 -2.66071 -0.392 1.138 -5.673 1.6667
F -0.71926 2.45515 -3.15036 1.079 0.146 2.052 -0.4211
F 0.13111 0.37025 -2.96475 0.072 -0.482 1.218 -0.3850
F 1.10790 1.87888 -4.25852 0.748 0.060 0.507 -0.3767
F 2.22062 1.17194 -2.36055 -0.324 0.026 0.674 -0.3456
F 1.46371 3.35328 -2.54481 -1.383 -1.688 1.127 -0.3634
F 0.33067 1.69130 -1.11087 -0.018 0.766 0.290 -0.8189
C -3.92342 5.27204 0.10224 -0.063 0.141 -0.197 -1.5267
C -2.48712 4.91186 0.29002 0.129 0.188 0.816 0.4000
C -1.87807 5.45893 1.60812 -0.818 0.675 -2.102 -0.6267
O -1.08206 4.34686 2.05508 0.158 0.549 0.464 -0.3001
C -1.36134 3.24749 1.37000 -0.783 -0.408 -0.759 0.2650
O -0.80141 2.17158 1.54337 -1.160 1.244 -0.562 -0.0075
O -2.38886 3.48402 0.46309 1.821 -1.077 1.123 -0.1624
H -4.04620 6.33911 0.28770 -0.118 0.060 -0.242 0.4383
H -4.52479 4.74086 0.84001 -0.066 -0.019 -0.071 0.3698
H -4.23304 5.02074 -0.91220 -0.247 0.120 0.128 0.3649
H -1.85015 5.17498 -0.55446 -0.086 0.001 -0.084 0.3177
H -2.64085 5.91449 2.23957 -0.124 -1.350 0.998 0.3528
H -1.36535 6.38362 1.34325 1.264 -0.563 0.144 0.3804
C 5.63072 -3.95485 -0.38492 0.474 -1.220 -1.360 -1.4893
C 4.94633 -2.80342 -1.09885 3.007 0.281 2.817 0.4357
C 3.96895 -3.07079 -2.11989 -0.664 -1.111 -1.611 -0.5237
O 2.92713 -2.23717 -1.72191 -2.787 0.275 -2.713 -0.1742
C 3.05267 -1.76193 -0.54601 -1.524 2.437 2.601 0.0670
O 2.18922 -1.02473 0.00948 2.811 -2.326 -1.495 0.0268
O 4.22738 -2.14415 -0.06513 -1.386 1.440 1.561 -0.3005
H 6.67686 -3.71882 -0.19005 -0.203 -0.224 0.272 0.3349
H 5.57522 -4.81916 -1.04672 0.654 -0.065 -0.503 0.4051
H 5.12839 -4.42217 0.46207 -0.201 1.029 0.401 0.3908
H 5.66374 -2.04942 -1.42273 0.291 -0.227 -0.189 0.3152
H 3.65671 -4.11511 -2.11519 -0.288 -0.024 -0.060 0.2585
H 4.28621 -2.79090 -3.12444 -0.070 -0.061 0.073 0.2763
C -4.24652 0.22222 1.63098 -0.959 0.782 0.719 -0.5411
O -4.31183 -0.07349 0.19460 1.862 0.360 -0.836 -0.3494
C -3.31018 0.09944 -0.62997 -3.002 -0.415 -0.488 0.4336
O -2.15061 0.41696 -0.31566 -0.011 0.324 -0.285 0.8047
O -3.69606 -0.08528 -1.87564 0.020 -0.020 0.675 -0.3038
C -2.99574 0.35943 -3.06468 2.355 0.899 -0.753 -0.5382
H -5.23261 0.65099 1.80950 -0.194 -0.551 0.036 0.3560
H -3.61613 1.07048 1.89773 0.763 -0.500 -0.441 0.1228
H -4.08666 -0.68505 2.21358 0.257 0.167 -0.301 0.3016
H -2.04397 -0.16838 -3.12505 0.048 -0.029 0.190 0.1549
H -2.74857 1.42080 -3.04225 -0.065 0.000 0.686 0.3046
H -3.43516 0.23597 -4.05451 -1.310 -0.801 0.778 0.3324
C 0.58960 -4.70357 -2.70701 0.358 -2.032 -0.495 -0.7186
O 0.47250 -3.33982 -2.31147 -1.452 1.211 1.446 -0.1260
C -0.56107 -2.88374 -1.54707 -0.790 -1.519 -0.069 0.0225
O -0.55125 -1.85627 -0.85405 -0.289 -2.201 -2.213 0.0023
O -1.60629 -3.80831 -1.63518 1.417 2.168 -0.084 -0.3929
C -2.94871 -3.53476 -1.22928 -0.919 -0.784 1.393 -0.5568
H 0.20888 -5.06163 -3.66354 -0.649 1.357 -0.455 0.3295
H 0.15431 -5.47428 -2.07090 0.042 0.687 0.837 0.3545
H 1.64640 -4.94019 -2.83063 0.114 0.493 0.494 0.1924
H -3.37079 -4.51503 -1.00789 0.043 -0.196 -0.600 0.3546
H -3.61586 -3.03741 -1.93330 0.675 0.065 -0.520 0.3020
H -3.11289 -3.09623 -0.24499 0.952 0.671 0.037 0.0810
C 2.08902 0.72837 4.74083 0.749 -1.031 -1.138 -0.5123
O 2.71735 1.63921 3.84190 0.151 1.751 -2.552 -0.4486
C 2.51924 1.55568 2.48758 -1.072 -0.664 2.330 0.6084
O 1.76051 0.74479 1.96528 0.430 0.960 0.167 -0.2036
O 3.22474 2.48469 1.89484 0.111 -0.685 2.489 -0.4193
C 3.00093 2.82047 0.58121 1.652 0.701 -1.822 -0.4544
H 1.04253 0.55412 4.49063 0.038 0.149 0.226 0.1377
H 2.29107 1.10043 5.74524 -0.224 -0.067 -0.245 0.2463
H 2.68356 -0.15214 4.49726 -0.584 -0.730 0.949 0.3386
H 2.44774 3.75877 0.54026 -0.830 -0.563 -0.340 0.3146
H 2.79582 1.96032 -0.05610 -0.862 0.305 0.079 0.0770
H 3.99230 3.13229 0.25248 0.095 0.063 -0.266 0.3433
```
Forces are in eV/Å.

total charge = +1
HOMO (spin up / spin down) = -12.959 / -12.958 eV
2S+1 = 2
LUMO level (spin up / spin down) = -3.05 / -9.81 eV
orbital gap (spin up / spin down) = 0.364 / 0.116 Ha